55
Properties=species:S:1:pos:R:3:forces:R:3:mulliken_charge:R:1 method="wB97M-V/def2-TZVPD" de_lowest_kj_mol=8.93 e_lumo_ev=0.036 homo_ev=-8.55 orbital_gap_ha=0.316 smiles="C=CCOC(=O)C1=C(C)NC(SCC(=O)Nc2ccc(C)c(Cl)c2)=C(C#N)[C@H]1c1ccco1" e_tot_ha=-2251.366021
C -1.070902 1.984099 -1.715806 -0.341 -0.076 0.207 0.684
N 2.695572 1.049293 0.063543 0.147 0.002 0.125 0.209
C 2.465086 3.219945 -2.095047 0.273 -0.300 0.097 -0.973
H 5.173437 -3.174898 0.697212 0.131 0.107 0.038 0.466
C -2.966115 1.991115 -0.255958 0.143 -0.205 -0.432 0.457
C 1.119985 -0.445667 0.995077 0.071 0.151 -0.448 -1.023
H -1.509427 -3.611574 2.294730 0.060 0.114 0.068 0.402
H -0.762153 -2.660828 3.609468 -0.082 -0.061 -0.188 0.416
O -0.451814 -2.020860 1.676003 -0.035 0.057 -0.277 -0.158
H 0.235114 -1.754103 -0.477271 0.213 0.062 0.019 1.125
Cl -3.714896 2.586275 1.183672 -0.093 0.103 0.209 -0.219
C -3.656659 1.100474 -1.075235 -0.031 0.073 0.137 0.752
H -5.022356 0.032112 0.165422 -0.091 -0.050 0.071 0.229
H 3.174265 3.751670 -1.460440 -0.230 0.011 -0.017 0.422
O 0.193909 -0.509817 3.200231 -0.108 -0.204 -0.103 -0.701
C -1.689602 2.434690 -0.556451 0.067 0.098 0.107 -0.645
C 1.124986 3.092223 -1.381016 0.300 0.109 -0.342 0.465
C 1.973673 1.574202 2.288677 -0.134 0.011 0.202 -1.659
H -5.683704 1.498504 -0.543901 -0.108 -0.016 0.016 0.378
C 1.899363 0.653068 1.122115 -0.376 -0.254 0.233 0.634
O 0.964051 3.554018 -0.272226 -0.126 0.151 0.230 -0.624
C -2.974100 -0.799757 2.172725 -0.086 0.009 0.013 -0.294
H -1.185572 3.123639 0.100012 -0.007 0.022 0.020 0.647
C 4.136522 -3.247178 0.435848 0.090 -0.884 -0.004 -0.787
H 1.356421 1.212139 3.102457 0.101 0.061 -0.015 0.433
C 1.656658 -0.457275 -1.427599 0.352 0.432 1.038 -0.641
H -3.894189 -0.289050 2.396042 -0.193 0.059 0.068 0.285
C 2.052483 -3.774127 -0.100017 -0.045 0.673 0.001 -0.963
H -5.458204 0.055639 -1.547971 -0.044 -0.048 -0.041 0.395
H -3.509032 -0.041687 -2.871887 -0.070 -0.075 -0.069 0.361
H 0.511635 2.034769 -2.995305 0.098 0.048 0.193 0.303
C 0.260071 -0.945902 2.072999 0.094 0.297 0.593 0.419
H 3.592331 -5.349126 0.255196 0.143 -0.194 0.032 0.464
H -2.386230 -0.397203 1.363784 0.164 0.066 -0.148 -0.024
O 3.459849 -2.095214 0.289123 -0.092 0.504 -0.011 -0.285
C 2.188721 -2.419487 -0.036304 -0.801 -0.755 -0.224 -0.171
S 3.127933 1.561792 -2.542169 -0.043 -0.014 0.169 -0.086
C -5.038447 0.643019 -0.736205 0.004 0.006 0.016 -1.627
H 1.159569 -4.314893 -0.336311 -0.252 -0.048 -0.055 0.571
C -3.005823 0.655731 -2.219577 0.089 0.119 0.073 -1.031
H -3.179007 -2.237728 3.681960 -0.151 0.002 0.099 0.387
C -2.581373 -1.846825 2.870249 0.258 -0.175 -0.127 -0.303
H 3.004874 1.661659 2.629026 0.125 0.015 0.023 0.343
H 1.625936 2.560949 1.979567 0.025 0.055 -0.049 0.337
H -1.253344 0.717827 -3.439535 0.069 -0.059 -0.101 0.373
C 3.325168 -4.313504 0.209776 0.490 0.285 0.119 -0.276
H 2.361618 3.752343 -3.040051 0.008 0.028 -0.007 0.473
C 1.232872 -0.805682 -2.712387 -0.174 0.015 -0.731 -0.346
C -1.301481 -2.599130 2.655228 -0.084 -0.115 0.428 -0.690
N 0.831341 -1.061132 -3.759392 -0.109 -0.134 -0.255 -0.664
N 0.211217 2.401759 -2.099561 -0.154 0.029 -0.408 -0.057
C -1.735240 1.085712 -2.545913 0.064 0.061 0.046 -0.736
C 1.207606 -1.306326 -0.256092 0.552 -0.027 0.135 1.793
C 2.446914 0.614768 -1.204661 0.042 -0.033 -0.708 0.357
H 3.260490 1.875537 0.194149 -0.114 -0.112 -0.060 0.403

56
Properties=species:S:1:pos:R:3:forces:R:3:mulliken_charge:R:1 method="wB97M-V/def2-TZVPD" de_lowest_kj_mol=0.00 e_lumo_ev=0.330 homo_ev=-7.01 orbital_gap_ha=0.270 e_tot_ha=-2635.502827
N 1.600839 -1.690769 -2.923281 -0.074 1.313 0.000 0.052
C -2.126656 -2.183899 2.897919 -0.055 -0.091 0.823 -1.039
C 1.151831 5.221945 1.853266 -0.904 0.153 -0.199 -0.778
C -2.824708 1.376037 -0.410413 -1.184 0.138 -0.277 -0.563
H -4.449492 2.928161 -0.382292 0.142 -0.095 0.005 0.437
H -0.884783 5.220698 1.294518 -0.119 -0.083 -0.061 0.242
C -1.489868 -1.426034 -0.837798 -0.213 -0.146 0.426 0.387
C -1.679154 -1.786726 4.163099 -0.170 -0.152 -0.647 -0.288
O 1.309539 1.246780 0.683613 0.013 0.001 0.228 -0.115
C -3.435600 -3.331431 -1.210607 -0.176 -0.152 0.483 -0.875
F -3.651631 -3.624056 1.077144 -0.382 -0.387 0.314 -0.361
C 2.317668 4.489904 1.949539 0.112 -1.283 -0.359 -0.598
H 3.227632 4.935103 2.334857 -0.044 -0.021 -0.020 0.401
H 1.128903 6.260067 2.163729 -0.100 -0.067 -0.049 0.382
H 4.675386 -0.768369 -3.117452 0.223 -0.207 0.030 0.305
C -0.695171 -0.820338 4.271070 -0.050 -0.050 0.061 -0.978
N 3.063003 -0.148955 -1.996525 -1.116 0.221 -0.613 -0.009
C -2.854375 -2.720214 -2.307064 0.404 0.325 0.634 0.198
C 1.192132 2.472868 1.025525 0.165 1.669 0.500 0.485
C 3.776124 -2.481765 -2.142273 -0.222 0.053 0.271 -0.451
H 2.215455 -3.655818 -3.078617 0.073 0.125 -0.014 0.392
C -3.029658 -2.976183 0.081836 0.436 0.424 -0.834 0.202
C 2.653821 -2.655774 -3.148553 -0.053 -0.422 -0.257 -0.717
N -2.463042 3.385365 0.301823 1.210 0.062 0.359 -0.088
C -0.007921 3.248578 0.933195 -0.724 0.468 -0.042 0.962
S 0.593849 0.682170 -2.383032 -0.731 1.443 -1.336 -0.590
H 0.576123 0.473282 3.116109 -0.047 -0.078 -0.099 0.523
C 2.322349 3.153795 1.543153 0.564 0.654 0.355 -0.619
C -2.037215 -2.006602 0.337720 -0.640 -0.594 -0.569 0.918
C -3.442419 2.581765 -0.211879 0.440 -0.798 -0.110 -0.848
C -1.284563 2.670820 0.406901 -0.199 1.159 0.278 0.159
H 4.618970 -3.138876 -2.378447 -0.127 0.171 -0.084 0.353
H -2.575534 4.348632 0.564891 0.042 -0.050 -0.012 0.156
C -1.876239 -1.761827 -2.134828 -0.230 -0.336 0.694 -0.402
H -3.241647 0.460178 -0.804167 0.056 0.157 0.041 0.338
H -0.328035 -0.491954 5.236090 0.020 0.022 -0.141 0.412
H 1.266477 -1.346959 -0.119587 0.189 -0.565 0.104 0.090
H -4.203964 -4.084147 -1.349803 0.080 0.069 0.113 0.474
H 3.416336 -2.745658 -1.139943 -0.014 0.132 -0.201 0.283
H -2.897436 -2.942946 2.872212 0.194 0.193 -0.234 0.488
H 4.911722 -0.812036 -1.359408 -0.081 -0.042 -0.116 0.377
C 4.201257 -1.025161 -2.163867 0.466 0.126 0.084 -0.728
C 1.815154 -0.438769 -2.445011 1.860 -1.927 0.281 0.421
F -3.243560 -3.060954 -3.541632 -0.239 -0.235 -0.243 -0.350
H 3.253989 2.592327 1.627262 -0.302 -0.023 -0.083 0.402
H 3.017486 -2.510947 -4.171775 0.206 -0.231 0.018 0.307
H -1.416086 -1.278414 -2.988944 -0.127 0.074 -0.054 0.703
H -2.105115 -2.237753 5.055278 0.019 0.025 -0.173 0.430
N -1.514630 1.441646 -0.031217 -1.037 1.762 0.227 0.769
N -0.616555 -0.659317 1.871876 -1.162 -1.134 1.474 0.337
Sc -0.039347 -0.022512 -0.073487 2.850 -1.092 -0.358 -2.129
C -1.591137 -1.615488 1.736634 0.078 0.082 -0.065 0.675
H 0.677923 -1.866129 -3.303857 0.274 0.076 0.307 0.197
C 0.005217 4.607741 1.351501 0.627 -0.528 0.019 -0.850
H 3.213727 0.807783 -1.697548 -0.215 -0.352 0.038 0.239
C -0.197371 -0.288864 3.102549 -0.009 0.043 -0.917 -0.122

48
Properties=species:S:1:pos:R:3:forces:R:3:mulliken_charge:R:1 method="wB97M-V/def2-TZVPD" de_lowest_kj_mol=276.59 e_lumo_ev=-2.857 homo_ev=-6.16 orbital_gap_ha=0.121 e_tot_ha=-1037.153435
H -6.356333 0.296717 -1.523187 0.344 -0.093 0.006 0.391
H 3.125255 1.503753 -1.038772 0.097 -0.288 0.134 0.413
H -1.763947 1.500451 -0.987724 0.028 -0.275 0.308 0.440
C 1.946010 -0.301924 -1.079023 0.712 -0.951 -0.106 0.453
C 5.710944 -2.373751 -1.545042 0.256 -0.258 0.000 -1.378
C -6.743436 -2.364294 -1.529133 -0.281 -0.246 -0.032 -1.381
C -5.433396 -1.646564 -1.504846 0.201 0.203 0.130 1.100
C -4.206880 0.436664 -1.414509 0.504 -0.072 0.120 -0.709
H -7.356656 -2.106740 -0.656036 0.179 -0.027 -0.133 0.328
H -4.183072 1.527422 -1.418480 -0.064 -0.264 0.092 0.380
C -3.018644 -1.690604 -1.395561 0.119 0.516 -0.015 -0.533
H 1.472833 2.504615 6.318467 -0.027 0.012 -0.296 0.333
H 1.482189 4.648312 4.949706 0.002 -0.319 0.104 0.372
C 1.396405 3.660998 4.493881 0.008 -0.196 0.056 -0.613
N 1.268215 4.538768 2.125987 -0.097 0.367 -1.141 -0.875
H -7.328239 -2.090859 -2.415045 0.120 -0.048 0.104 0.328
C -0.501062 -0.187808 -1.363361 -0.347 -0.296 -0.254 -0.625
H 5.310189 0.320542 -1.374162 -0.322 -0.153 0.085 0.385
C 1.159932 1.101624 3.202077 0.007 0.138 0.264 -0.520
H 3.235376 -3.453305 -1.516893 0.008 0.338 0.092 0.276
H 6.268821 -2.101414 -2.447004 -0.150 0.052 0.076 0.325
C 0.693083 0.358582 -0.916387 -0.183 0.403 -0.930 0.226
C 4.413101 -1.644864 -1.426301 -0.280 0.314 0.032 1.150
H 5.529105 -3.451045 -1.568994 0.145 0.115 -0.002 0.349
H 0.684863 1.350551 -0.457762 0.209 0.246 0.408 0.369
C 1.288406 3.580847 3.104406 -0.217 -1.520 -1.504 0.421
H 6.359663 -2.152935 -0.690879 -0.098 -0.020 -0.088 0.328
H 1.075065 0.150143 2.673866 0.016 -0.016 0.384 0.350
C -2.972401 -0.266158 -1.344764 -1.115 -0.642 -0.408 0.710
C 1.387755 2.469783 5.230529 -0.011 0.335 -0.265 -0.334
C 1.159237 2.272206 2.442228 0.167 2.007 0.721 0.165
C 1.129536 3.868928 0.945755 0.195 -0.929 3.128 -0.376
H -6.589814 -3.446849 -1.532621 -0.110 0.156 -0.017 0.350
C 3.211902 -2.367082 -1.402403 -0.203 0.073 0.019 -0.801
C -4.226943 -2.360479 -1.471488 0.083 0.119 -0.021 -0.789
H -0.453580 -1.137550 -1.910687 -0.208 0.254 0.509 0.606
C 1.272385 1.214949 4.598565 -0.041 -0.150 -0.575 -0.493
H 1.070199 -2.285576 -1.219344 0.379 0.058 0.100 0.396
C -1.738326 0.430185 -1.206811 1.001 -0.116 -0.053 -0.293
N 1.059578 2.510543 1.100030 -0.081 0.114 -1.167 -0.227
H 1.270694 0.310620 5.212266 0.009 0.260 -0.185 0.329
C 4.377024 -0.244815 -1.313216 -0.260 -0.032 -0.064 -0.664
C -5.407938 -0.244403 -1.486042 0.075 -0.049 -0.060 -0.579
H -2.080031 -2.246497 -1.359399 -0.413 0.081 0.090 0.367
C 3.171326 0.417009 -1.126439 -0.401 0.032 0.171 -0.506
H -4.250315 -3.453302 -1.494490 0.031 0.383 0.024 0.287
H 1.080377 4.362190 -0.023166 0.014 -0.097 0.256 0.379
C 2.001553 -1.717603 -1.237778 -0.002 0.476 -0.095 -0.608